C24H33AsClI2OP2Pb | ωB97M-V/def2-TZVPD

Summary:
HOMO level: -0.6076 Ha
M: 970.9 g mol⁻¹
E_LUMO: -12.69 eV
Net charge: +3
Energy: -140832.66048 eV

Geometry as XYZ:
```
65
C24H33AsClI2OP2Pb, DFT ωB97M-V/def2-TZVPD
Pb 1.03578 1.34859 -1.59629
I -0.14011 2.57058 -4.51992
I 2.49668 3.43138 -3.75661
As -0.66063 -0.79771 0.96879
Cl 3.60874 1.03672 -1.25570
P 1.29541 3.55079 0.19472
P 1.59261 -0.87026 -3.27362
O 0.73044 -0.13501 0.24011
C -0.24880 4.15210 0.95028
C -3.52140 2.12081 -0.07628
C -4.02669 2.51679 1.16260
C -2.04309 0.55491 1.02375
C 0.91515 -0.73456 4.86447
C -1.94328 -4.58767 -1.55182
C -2.83717 -3.52761 -1.37495
C -2.56500 0.92599 2.26808
C 2.32294 2.96731 1.58576
C -0.14417 -2.65567 3.11469
C 0.48173 -0.35013 3.58845
C -0.28714 -3.40917 -0.22814
C 2.51383 -0.49895 -4.79309
C 2.58762 -2.06687 -2.33607
C -0.66928 -4.52875 -0.97865
C 0.82168 -2.07522 5.27127
C 0.30439 -3.03495 4.38606
C -0.07323 -1.31100 2.73056
C 0.12309 -1.81104 -3.78771
C -2.53794 1.12819 -0.15853
C 2.16257 5.01505 -0.46005
C -3.55150 1.91821 2.33267
C -1.19118 -2.35255 -0.05122
C -2.47254 -2.41163 -0.61235
H 3.31419 2.69387 1.19693
H 2.40926 3.74753 2.35692
H 0.03431 -5.35604 -1.09847
H -3.95406 2.20932 3.30274
H 0.55065 0.69020 3.25911
H 1.86279 2.05778 2.00247
H 1.31367 0.02595 5.53952
H -3.89665 2.57307 -0.99716
H -2.21781 0.42774 3.17402
H 1.62307 5.32770 -1.36476
H 2.68255 -1.42120 -5.36461
H 0.70266 -3.36451 0.23516
H -2.17665 0.80134 -1.13625
H -0.93775 4.44573 0.14268
H -3.83521 -3.56178 -1.81897
H 0.43010 -2.66075 -4.41046
H -0.56674 -3.38275 2.41989
H -4.79304 3.29311 1.21945
H -0.40072 -2.16898 -2.89251
H 3.17244 4.70130 -0.75417
H -3.17689 -1.59440 -0.44245
H 2.80885 -2.94497 -2.95970
H 2.19955 5.82839 0.27688
H 0.23380 -4.08551 4.67669
H -0.04765 5.01393 1.60056
H 1.15838 -2.37498 6.26662
H -0.54093 -1.14378 -4.35371
H 3.51073 -1.56636 -2.00923
H 2.02678 -2.36239 -1.43789
H 3.46173 -0.02774 -4.50265
H -2.23554 -5.45704 -2.14999
H 1.91741 0.22389 -5.36679
H -0.71279 3.33369 1.51886
```

Atomic partial charges in e from the natural (NBO) method, atoms 1 to 4: number 1, Pb, carries 1.1986; number 2, I, carries 0.1505; number 3, I, carries 0.1890; number 4, As, carries 1.9505

=====

C22H33AuF2NO2SSi2 | ωB97M-V/def2-TZVPD

Summary:
HOMO level: -0.1382 Ha
M: 666.7 g mol⁻¹
E_LUMO: 2.65 eV
Net charge: -1
Energy: -64653.38161 eV

Geometry as XYZ:
```
64
C22H33AuF2NO2SSi2, DFT ωB97M-V/def2-TZVPD
Au -0.43685 -0.14034 0.19408
S 3.10510 -0.47176 -0.84036
Si -2.46713 1.34434 -1.65672
Si 0.32646 2.83983 -0.93348
F -1.55220 2.34991 4.95732
F -1.71936 -2.30525 4.88007
O 2.74905 0.00522 0.53205
O 0.26835 -0.64528 -1.50921
N -0.54488 -2.21373 0.83812
C -1.09124 -2.39972 2.04722
C -1.03661 0.07839 2.16190
C -1.65719 0.01728 4.92863
C 4.89761 -0.84870 -0.68614
C 1.23877 2.23858 -2.44308
C -3.56127 2.87933 -1.83291
C -1.45198 1.19889 4.24535
C 1.49179 3.07770 0.52029
C -0.84020 -4.47475 0.23627
C -0.44265 -3.18234 -0.05921
C -1.51695 -3.68092 2.40377
C -1.23577 -1.15906 2.83936
C -1.83234 0.85274 -3.33517
C -1.07925 1.71778 -0.43648
C 2.70218 -2.25921 -0.85685
C -1.53872 -1.14129 4.19539
C -0.34682 4.56934 -1.32669
C -3.63538 0.00505 -1.01923
C 3.99277 -3.07330 -0.82524
C -1.14666 1.25452 2.90540
C -1.37768 -4.71548 1.49274
C 5.00275 -2.22692 -0.05493
H 1.93682 2.12661 0.81780
H 0.48737 5.26288 -1.47328
H 6.01590 -2.63220 -0.10496
H 2.29809 3.76688 0.24838
H -3.97017 0.23968 -0.00447
H -0.96839 4.95625 -0.51403
H -1.55306 2.17617 0.44086
H -0.94943 4.57782 -2.23834
H -1.96582 -3.85483 3.36736
H -3.13974 -0.96589 -0.98951
H -0.74963 -5.26027 -0.50121
H 2.03474 -2.42368 -1.70059
H -1.03481 0.11899 -3.16958
H -1.71553 -5.70983 1.75896
H -1.42188 1.71142 -3.87376
H 0.67477 2.46045 -3.35222
H -1.88567 -0.00330 5.98375
H 2.12281 -2.37308 0.05995
H -3.94527 3.20341 -0.86150
H -2.62655 0.41313 -3.94654
H 4.71297 -2.16727 0.99671
H -4.41739 2.65683 -2.47742
H 0.96599 3.50529 1.37922
H 3.82953 -4.05403 -0.37404
H -3.02160 3.72099 -2.27193
H 5.32392 -0.03698 -0.10031
H 4.36333 -3.24171 -1.84101
H -0.06203 -2.82824 -1.01895
H 5.33062 -0.83764 -1.69165
H 2.22341 2.71063 -2.52714
H -0.97465 2.22143 2.45081
H -4.51693 -0.08192 -1.66205
H 1.33462 1.15115 -2.37161
```

Atomic partial charges in e from the natural (NBO) method, atoms 1 to 4: number 1, Au, carries 1.2621; number 2, S, carries 1.2975; number 3, Si, carries 1.7169; number 4, Si, carries 1.7199

=====

One value per record, in order, for HOMO-LUMO gap: 3.84; 6.41 eV.